Run A
# C6H12O2

2 unconnected molecules or ions with the total composition C6H12O2 (ωB97M-V/def2-TZVPD, OMol25).

Each atom is followed by the atoms it is bonded to, with distances in Å.
CARTESIAN COORDINATES (ANGSTROEM)
1 O -1.608 2.610 -0.325  C2 1.190
2 C -0.866 1.680 -0.358  O1 1.190, C3 1.522, H8 1.108
3 C -0.986 0.642 0.748  C2 1.522, C4 1.528, H9 1.085, H10 1.094
4 C 0.311 0.510 1.544  C3 1.528, C5 1.539, H11 1.096, H12 1.088
5 C 1.445 0.009 0.632  C4 1.539, C7 1.514, H13 1.098, H14 1.092
6 C 1.191 -2.456 0.709  C7 1.327, H15 1.089, H16 1.083
7 C 1.219 -1.342 -0.012  C5 1.514, C6 1.327, H17 1.075
8 H -0.216 1.510 -1.239  C2 1.108
9 H -1.879 0.923 1.296  C3 1.085
10 H -1.192 -0.356 0.349  C3 1.094
11 H 0.037 -0.239 2.295  C4 1.096
12 H 0.711 1.373 2.073  C4 1.088
13 H 1.652 0.716 -0.182  C5 1.098
14 H 2.345 0.059 1.248  C5 1.092
15 H 1.094 -2.452 1.794  C6 1.089
16 H 1.056 -3.462 0.332  C6 1.083
17 H 1.396 -1.436 -1.067  C7 1.075
18 H -0.844 -0.436 -2.879  O20 0.964
19 H -1.125 -1.579 -1.840  O20 0.964
20 O -0.441 -1.142 -2.360  H18 0.964, H19 0.964

## Properties
Orbital gap (spin up / spin down): 7.58 / 3.83 eV
2S+1: 2
⟨S²⟩: 0.7571
Total charge: +1
HOMO (spin up / spin down): -13.377 / -13.369 eV

Results of the natural (NBO) charge analysis, in e, for atoms 1 through 8:
1. O -0.06
2. C 0.46
3. C -0.46
4. C -0.39
5. C -0.45
6. C -0.35
7. C -0.24
8. H 0.30

---

Run B
# C6H12O2

2 unconnected molecules or ions with the total composition C6H12O2 (ωB97M-V/def2-TZVPD, OMol25).

Each atom is followed by the atoms it is bonded to, with distances in Å.
CARTESIAN COORDINATES (ANGSTROEM)
1 C -18.864 19.668 -21.697  C2 1.480, H5 1.090, H6 1.090, H7 1.090
2 C -18.756 19.349 -20.255  C1 1.480, O3 1.240, C4 1.416
3 O -19.547 18.589 -19.677  C2 1.240
4 C -17.665 19.955 -19.587  C2 1.416, H8 1.090, H9 1.090, H10 1.090
5 H -17.981 19.632 -22.336  C1 1.090
6 H -19.263 20.678 -21.608  C1 1.090
7 H -19.726 19.127 -22.087  C1 1.090
8 H -17.414 19.551 -18.607  C4 1.090
9 H -17.968 20.999 -19.507  C4 1.090
10 H -16.733 19.986 -20.153  C4 1.090
11 C -13.261 22.687 -24.975  C12 1.543, H15 1.090, H16 1.090, H17 1.090
12 C -14.657 22.795 -24.327  C11 1.543, O13 1.226, C14 1.482
13 O -15.451 23.655 -24.688  C12 1.226
14 C -15.044 21.775 -23.323  C12 1.482, H18 1.090, H19 1.090, H20 1.090
15 H -13.234 21.825 -25.641  C11 1.090
16 H -12.496 22.391 -24.257  C11 1.090
17 H -12.965 23.551 -25.569  C11 1.090
18 H -14.782 21.875 -22.270  C14 1.090
19 H -14.300 20.997 -23.490  C14 1.090
20 H -16.060 21.424 -23.502  C14 1.090

## Properties
Orbital gap (spin up / spin down): 5.87 / 2.20 eV
2S+1: 2
⟨S²⟩: 0.7570
Total charge: +1
HOMO (spin up / spin down): -11.927 / -11.926 eV

Results of the natural (NBO) charge analysis, in e, for atoms 1 through 8:
1. C -0.72
2. C 0.56
3. O -0.52
4. C -0.71
5. H 0.21
6. H 0.23
7. H 0.26
8. H 0.26

---

Relative calculated energies, zero for the most stable structure, unit eV: run A 0.299; run B 0.000.